# 1
Formula: C25H30N2O4SZn
Source: the Open Molecules 2025 dataset
Level of theory: wB97M-V/def2-TZVPD

Atoms and positions in Å:
Zn  -0.5871  -0.2518  0.5576
O  0.1820  -1.0345  2.1636
N  1.4823  -0.9115  2.3191
N  2.0900  -0.3749  1.2494
O  1.3909  0.0901  0.1992
C  3.4971  -0.3479  1.2907
C  4.2181  -1.2382  2.1029
C  5.5915  -1.1642  2.0435
C  6.2471  -0.1199  1.3749
C  5.4728  0.7894  0.6142
C  4.1233  0.6152  0.5122
H  3.7698  -1.9510  2.7348
H  6.1890  -1.8659  2.6342
H  7.3180  -0.0153  1.4757
H  6.0091  1.6054  0.0740
H  3.5123  1.1763  -0.1676
C  -2.0033  -3.2158  -2.6389
S  -1.3884  -3.1563  -0.9414
O  -1.3152  -1.6214  -0.7392
C  0.2409  -3.8643  -1.1280
C  0.6031  -4.9181  -0.2766
C  1.9223  -5.3272  -0.3173
C  2.8135  -4.8290  -1.2583
C  2.3982  -3.8190  -2.1078
C  1.1221  -3.3300  -2.0664
H  -1.8970  -2.2366  -3.1171
H  -3.0670  -3.4515  -2.5930
H  -1.4835  -4.0167  -3.2018
H  -0.1311  -5.3653  0.4071
H  2.1891  -6.1269  0.3768
H  3.8823  -5.0498  -1.3360
H  3.1128  -3.3507  -2.7917
H  0.7888  -2.5233  -2.7449
C  0.3137  3.7451  -1.3464
C  -1.0279  3.2847  -1.9235
C  -0.8199  1.9519  -2.6409
C  -2.0625  3.3501  -0.8198
C  -2.8028  4.5441  -0.6300
C  -3.7295  4.6598  0.3840
C  -4.0019  3.5330  1.1719
C  -3.3186  2.3536  1.0375
C  -3.6309  1.2169  2.0335
C  -3.8611  -0.1601  1.4557
C  -2.6663  1.1937  3.1867
C  -2.2789  2.2678  0.0770
O  -1.6055  1.1481  -0.0845
H  1.0936  3.7928  -2.1311
H  0.6964  2.9528  -0.6488
H  0.2843  4.6982  -0.7989
H  -1.3364  4.0075  -2.6595
H  -0.2694  1.2437  -1.9947
H  -0.2008  2.0394  -3.5054
H  -1.7592  1.4414  -2.9205
H  -2.6671  5.3759  -1.3381
H  -4.2336  5.6210  0.5856
H  -4.7546  3.6312  1.9594
H  -4.6285  1.5223  2.3709
H  -3.1449  -0.4259  0.6833
H  -4.8953  -0.2743  1.0951
H  -3.7775  -0.9065  2.2737
H  -1.6751  0.8167  2.8533
H  -3.0612  0.4566  3.8714
H  -2.4722  2.1192  3.6992

Forces on atoms 1 to 6 (eV/Å):
0.146 0.503 -0.339
1.897 0.186 0.663
-0.530 0.734 -2.883
-3.346 -1.102 1.690
1.243 -0.665 1.175
0.607 -0.052 0.189

Computed properties:
**HOMO-LUMO gap**: 6.46 eV
**Maximum force**: 0.0760 hartree/bohr
**E_HOMO**: -6.8 eV
**Energy relative to the best compared isomer or geometry (same formula, charge and spin)**: 0.000 eV
**Multiplicity**: 1

Atomic partial charges in e from the Löwdin method, atoms 1 to 8: atom 1 (Zn): 0.7124, atom 2 (O): -0.2060, atom 3 (N): 0.0469, atom 4 (N): -0.1886, atom 5 (O): -0.1444, atom 6 (C): -0.1852, atom 7 (C): -0.0160, atom 8 (C): -0.0887

***

# 2
Formula: C25H30N2O6S
Source: the Open Molecules 2025 dataset
Level of theory: wB97M-V/def2-TZVPD

Atoms and positions in Å:
C  -1.0944  2.8221  4.9026
H  -1.5448  2.1525  5.6411
H  -0.0469  3.0039  5.1630
O  -1.2189  2.3081  3.5945
C  -0.6695  1.1045  3.3180
C  -0.8673  0.6191  2.0252
C  -0.3206  -0.5721  1.6140
C  0.4550  -1.3295  2.4908
C  0.6431  -0.8700  3.7891
C  0.0842  0.3294  4.1982
H  0.2563  0.6592  5.2100
H  1.2504  -1.4440  4.4697
N  1.0452  -2.4897  1.9873
C  2.2622  -3.0092  2.3348
O  2.8125  -2.8244  3.3925
C  2.8794  -3.8001  1.1772
C  3.0725  -2.8066  0.0761
C  4.1244  -1.9668  -0.1016
O  3.8995  -1.0403  -1.0655
C  2.6442  -1.2658  -1.5225
C  1.9223  -0.5323  -2.4471
C  0.6223  -0.9091  -2.7491
C  0.0570  -2.0579  -2.1518
C  0.7949  -2.7773  -1.2263
C  2.0801  -2.3733  -0.8708
H  0.3689  -3.6726  -0.7898
C  -1.3155  -2.6147  -2.4786
H  -1.5303  -3.3627  -1.7056
C  -1.2784  -3.3647  -3.8155
H  -0.5207  -4.1455  -3.7913
H  -2.2451  -3.8248  -4.0079
H  -1.0479  -2.6957  -4.6399
C  -2.4652  -1.6033  -2.4386
H  -3.3946  -2.1258  -2.2204
H  -2.3048  -0.8558  -1.6656
H  -2.5898  -1.0991  -3.3913
C  -0.1409  -0.0264  -3.6885
H  -0.8974  0.5207  -3.1294
H  0.5281  0.6931  -4.1547
H  -0.6332  -0.5944  -4.4719
H  2.3673  0.3312  -2.9163
H  5.0766  -1.9262  0.3903
H  3.8300  -4.2173  1.5058
H  2.2128  -4.6051  0.8664
H  0.7282  -2.7075  1.0508
H  -0.4927  -0.8864  0.5955
S  -1.7466  1.6194  0.8352
O  -3.0186  2.0334  1.3429
O  -1.7340  0.9015  -0.4157
N  -0.7149  2.9371  0.7610
C  0.2697  2.8834  -0.3002
H  0.5689  1.8435  -0.4304
C  -0.3160  3.4356  -1.6034
H  0.4530  3.5221  -2.3728
O  -0.8356  4.7343  -1.4186
C  -1.8494  4.7442  -0.4356
H  -2.1939  5.7772  -0.3660
C  -1.3155  4.2466  0.9095
H  -2.1227  4.1474  1.6330
H  -0.5491  4.9286  1.2910
H  -2.6819  4.0946  -0.7459
H  -1.1105  2.7565  -1.9432
H  1.1334  3.4806  0.0094
H  -1.6349  3.7668  4.8967

Forces on atoms 1 to 6 (eV/Å):
0.037 0.075 0.152
0.022 0.008 -0.040
-0.040 -0.022 -0.010
0.021 -0.092 0.008
0.123 -0.113 0.209
-0.370 0.412 -0.310

Computed properties:
**HOMO-LUMO gap**: 8.95 eV
**Maximum force**: 0.0216 hartree/bohr
**E_HOMO**: -8.3 eV
**Energy relative to the best compared isomer or geometry (same formula, charge and spin)**: 1.435 eV
**SMILES**: COc1ccc(NC(=O)Cc2coc3cc(C)c(C(C)C)cc23)cc1S(=O)(=O)N1CCOCC1
**Multiplicity**: 1

Atomic partial charges in e from the Löwdin method, atoms 1 to 8: atom 1 (C): -0.0613, atom 2 (H): 0.1000, atom 3 (H): 0.0991, atom 4 (O): -0.0955, atom 5 (C): -0.2629, atom 6 (C): -0.1760, atom 7 (C): 0.0231, atom 8 (C): -0.2016

***

# 3
Formula: C25H30N4O5S
Source: the Open Molecules 2025 dataset
Level of theory: wB97M-V/def2-TZVPD

Atoms and positions in Å:
C  6.8428  3.7226  -0.4394
H  7.9901  3.9888  -0.6502
H  6.4928  4.4933  0.1631
H  6.3412  3.8074  -1.5059
C  6.6995  2.1003  -0.1865
C  5.1752  1.8129  0.1798
C  4.4261  1.2347  -0.7679
C  3.1537  1.0723  -0.9276
C  2.4812  1.3148  0.3046
C  3.2660  1.7858  1.4600
C  4.5103  2.3296  1.3470
H  5.0060  2.6464  2.0616
H  2.7407  1.8296  2.2912
N  1.1608  1.0604  0.5734
C  0.8297  -0.0664  1.2683
O  1.6246  -0.7094  2.1216
N  -0.4638  -0.5229  1.6011
C  -1.4709  0.2030  0.8530
C  -1.0264  1.3861  -0.1686
C  -2.3110  1.8049  -0.6882
C  -3.4659  1.1059  -0.5095
S  -3.2253  -0.0415  0.9295
C  -4.7692  1.3617  -0.9822
O  -4.9425  1.3022  -2.0787
N  -5.8261  1.5196  -0.4493
C  -5.6608  1.5241  1.2136
H  -5.8547  0.3569  1.7331
H  -6.5058  2.3316  1.5173
H  -4.8703  1.9036  1.6227
C  -7.1213  1.2960  -0.6947
H  -7.7275  0.6372  -0.3713
H  -7.1029  1.1525  -1.9657
H  -7.6296  2.3256  -0.5593
C  -2.2527  2.7315  -1.8258
H  -2.2429  3.7556  -1.2890
H  -3.0554  3.0189  -2.4187
H  -1.2906  2.7893  -2.5604
C  0.2389  1.7367  0.0125
O  0.6270  2.6511  -0.9475
C  -0.9757  -1.3388  2.5127
H  -0.0778  -1.5655  3.4137
H  -2.0188  -1.2442  3.0141
C  -0.8812  -2.8221  1.6386
O  -1.8200  -3.4845  1.2228
N  0.3800  -3.1131  1.3333
H  1.3821  -2.6259  1.7159
C  0.9104  -4.3061  0.4874
H  0.2516  -5.1694  0.5788
H  1.8616  -4.4660  0.5575
C  0.6357  -3.5972  -0.9536
H  -0.2601  -3.4497  -1.3099
C  1.6274  -2.3375  -1.2514
H  1.1564  -1.4421  -1.4165
H  2.3327  -2.3020  -0.2498
C  2.5405  -2.7485  -2.3389
H  3.4381  -2.0969  -2.2428
C  2.5030  -4.2641  -2.4569
H  2.6066  -4.6727  -3.3014
O  1.3005  -4.5381  -1.8827
H  3.4770  -4.5182  -1.4087
H  1.9386  -2.4582  -3.4373
H  2.6752  0.6256  -1.5435
H  5.0632  1.1860  -1.9397
H  7.0432  2.1469  1.0266
H  7.1753  1.5023  -0.7183

Forces on atoms 1 to 6 (eV/Å):
2.608 -2.964 -5.832
-2.372 -0.727 0.505
-1.123 0.504 1.693
0.884 0.473 1.983
-5.943 9.051 11.912
2.091 2.347 0.515

Computed properties:
**HOMO-LUMO gap**: 7.83 eV
**Maximum force**: 0.3637 hartree/bohr
**E_HOMO**: -8.3 eV
**Energy relative to the best compared isomer or geometry (same formula, charge and spin)**: 24.326 eV
**Multiplicity**: 1

Atomic partial charges in e from the Löwdin method, atoms 1 to 8: atom 1 (C): -0.0934, atom 2 (H): 0.0967, atom 3 (H): 0.0196, atom 4 (H): 0.0919, atom 5 (C): -0.1156, atom 6 (C): -0.2079, atom 7 (C): -0.1004, atom 8 (C): 0.0123

***

# 4
Formula: C25H30N5O2RuSi
Source: the Open Molecules 2025 dataset
Level of theory: wB97M-V/def2-TZVPD

Atoms and positions in Å:
Ru  -0.2895  -0.2445  -0.1090
N  -0.9700  -2.1287  -1.3244
C  0.1646  -2.8534  -1.8482
C  0.0414  -4.0741  -2.4604
C  1.1711  -4.7263  -2.9834
C  2.4089  -4.1535  -2.8784
C  2.5679  -2.9066  -2.2324
C  3.8231  -2.2900  -2.0470
C  3.9012  -1.0869  -1.3885
C  2.7269  -0.5041  -0.9099
N  1.5371  -1.0589  -1.0678
C  1.4227  -2.2495  -1.7191
H  -1.6773  -2.7791  -0.9907
H  -1.3997  -1.5776  -2.0663
H  -0.9339  -4.5362  -2.5645
H  1.0526  -5.6819  -3.4746
H  3.2826  -4.6388  -3.2935
H  4.7154  -2.7748  -2.4234
H  4.8479  -0.5917  -1.2292
H  2.7733  0.4458  -0.3924
O  2.1466  4.2630  4.4254
C  2.0543  3.1649  5.2769
N  1.4430  2.1170  4.4903
C  1.4879  0.8181  4.8672
O  2.0330  0.4288  5.8714
C  0.8058  -0.1584  3.9393
C  0.1425  -1.2539  4.4933
C  -0.4246  -2.2013  3.6525
C  -0.3497  -2.0164  2.2868
N  0.2837  -0.9604  1.7442
C  0.8785  -0.0640  2.5639
H  2.4705  5.0388  4.8898
H  1.4506  3.3795  6.1700
H  3.0205  2.8041  5.6493
H  0.9265  2.4356  3.6875
H  0.0889  -1.3562  5.5704
H  -0.9165  -3.0769  4.0522
H  -0.7827  -2.7294  1.5960
H  1.4815  0.7071  2.0965
C  0.4551  0.9917  -3.4813
Si  -0.3956  2.0283  -2.1564
C  -1.1728  3.6590  -2.6266
C  0.7331  2.3519  -0.6287
N  -1.4706  0.8514  -1.3248
C  -2.7919  0.8167  -1.1315
C  -3.7376  1.4125  -2.0202
C  -5.0805  1.2791  -1.7812
C  -5.5409  0.5801  -0.6575
C  -4.6306  -0.0030  0.2458
C  -3.2917  0.1148  0.0180
H  1.5288  1.1846  -3.4961
H  0.0667  1.2628  -4.4648
H  0.3014  -0.0802  -3.3543
H  -0.3652  4.3906  -2.7113
H  -1.8725  4.0208  -1.8717
H  -1.6813  3.6269  -3.5907
H  1.7773  2.4627  -0.9194
H  0.6714  1.5266  0.1275
H  0.4322  3.2621  -0.1104
H  -3.3820  1.9489  -2.8903
H  -5.7932  1.7105  -2.4712
H  -6.6040  0.4952  -0.4741
H  -4.9968  -0.5322  1.1154
H  -2.5656  -0.2907  0.7361

Forces on atoms 1 to 6 (eV/Å):
0.350 -1.791 -2.054
-0.189 1.350 0.995
0.282 -0.353 -0.169
-0.172 0.236 0.096
0.219 -0.031 -0.053
-0.087 -0.028 -0.072

Computed properties:
**HOMO-LUMO gap (alpha / beta)**: 3.72 / 3.72 eV
**Maximum force**: 0.0534 hartree/bohr
**E_HOMO (alpha / beta)**: -16.3 / -16.3 eV
**Energy relative to the best compared isomer or geometry (same formula, charge and spin)**: 1.521 eV
**Charge**: +3
**Multiplicity**: 1

Atomic partial charges in e from the Löwdin method, atoms 1 to 8: atom 1 (Ru): 1.1909, atom 2 (N): 0.0734, atom 3 (C): -0.2325, atom 4 (C): 0.0275, atom 5 (C): -0.0085, atom 6 (C): 0.0299, atom 7 (C): -0.1158, atom 8 (C): 0.0663

***

Which formula does entry 3 have?
C25H30N4O5S

***

What did the first record say?
Formula: C25H30N2O4SZn
Source: the Open Molecules 2025 dataset
Level of theory: wB97M-V/def2-TZVPD

Atoms and positions in Å:
Zn  -0.5871  -0.2518  0.5576
O  0.1820  -1.0345  2.1636
N  1.4823  -0.9115  2.3191
N  2.0900  -0.3749  1.2494
O  1.3909  0.0901  0.1992
C  3.4971  -0.3479  1.2907
C  4.2181  -1.2382  2.1029
C  5.5915  -1.1642  2.0435
C  6.2471  -0.1199  1.3749
C  5.4728  0.7894  0.6142
C  4.1233  0.6152  0.5122
H  3.7698  -1.9510  2.7348
H  6.1890  -1.8659  2.6342
H  7.3180  -0.0153  1.4757
H  6.0091  1.6054  0.0740
H  3.5123  1.1763  -0.1676
C  -2.0033  -3.2158  -2.6389
S  -1.3884  -3.1563  -0.9414
O  -1.3152  -1.6214  -0.7392
C  0.2409  -3.8643  -1.1280
C  0.6031  -4.9181  -0.2766
C  1.9223  -5.3272  -0.3173
C  2.8135  -4.8290  -1.2583
C  2.3982  -3.8190  -2.1078
C  1.1221  -3.3300  -2.0664
H  -1.8970  -2.2366  -3.1171
H  -3.0670  -3.4515  -2.5930
H  -1.4835  -4.0167  -3.2018
H  -0.1311  -5.3653  0.4071
H  2.1891  -6.1269  0.3768
H  3.8823  -5.0498  -1.3360
H  3.1128  -3.3507  -2.7917
H  0.7888  -2.5233  -2.7449
C  0.3137  3.7451  -1.3464
C  -1.0279  3.2847  -1.9235
C  -0.8199  1.9519  -2.6409
C  -2.0625  3.3501  -0.8198
C  -2.8028  4.5441  -0.6300
C  -3.7295  4.6598  0.3840
C  -4.0019  3.5330  1.1719
C  -3.3186  2.3536  1.0375
C  -3.6309  1.2169  2.0335
C  -3.8611  -0.1601  1.4557
C  -2.6663  1.1937  3.1867
C  -2.2789  2.2678  0.0770
O  -1.6055  1.1481  -0.0845
H  1.0936  3.7928  -2.1311
H  0.6964  2.9528  -0.6488
H  0.2843  4.6982  -0.7989
H  -1.3364  4.0075  -2.6595
H  -0.2694  1.2437  -1.9947
H  -0.2008  2.0394  -3.5054
H  -1.7592  1.4414  -2.9205
H  -2.6671  5.3759  -1.3381
H  -4.2336  5.6210  0.5856
H  -4.7546  3.6312  1.9594
H  -4.6285  1.5223  2.3709
H  -3.1449  -0.4259  0.6833
H  -4.8953  -0.2743  1.0951
H  -3.7775  -0.9065  2.2737
H  -1.6751  0.8167  2.8533
H  -3.0612  0.4566  3.8714
H  -2.4722  2.1192  3.6992

Forces on atoms 1 to 6 (eV/Å):
0.146 0.503 -0.339
1.897 0.186 0.663
-0.530 0.734 -2.883
-3.346 -1.102 1.690
1.243 -0.665 1.175
0.607 -0.052 0.189

Computed properties:
**HOMO-LUMO gap**: 6.46 eV
**Maximum force**: 0.0760 hartree/bohr
**E_HOMO**: -6.8 eV
**Energy relative to the best compared isomer or geometry (same formula, charge and spin)**: 0.000 eV
**Multiplicity**: 1

Atomic partial charges in e from the Löwdin method, atoms 1 to 8: atom 1 (Zn): 0.7124, atom 2 (O): -0.2060, atom 3 (N): 0.0469, atom 4 (N): -0.1886, atom 5 (O): -0.1444, atom 6 (C): -0.1852, atom 7 (C): -0.0160, atom 8 (C): -0.0887

***

maximum force of number 4 (C25H30N5O2RuSi)?
0.0534 hartree/bohr